[1]
DFT (ωB97M-V/def2-TZVPD) results for one molecule with the formula C4H6O2.

Geometry as XYZ:
```
12
C4H6O2 (ωB97M-V/def2-TZVPD)
C 0.088 -0.419 -1.819
C 0.576 -0.238 -0.403
O 1.753 -0.256 -0.112
C -0.477 -0.035 0.679
C -0.043 0.988 1.712
O -0.822 1.707 2.287
H -0.401 0.500 -2.163
H -0.656 -1.223 -1.878
H 0.931 -0.647 -2.473
H -1.463 0.233 0.288
H -0.579 -0.999 1.201
H 1.045 1.028 1.908
```

Values from the calculation:
LUMO level: 0.72 eV



[2]
DFT (ωB97M-V/def2-TZVPD) results for one molecule with the formula C4H6O2 at a distorted geometry.

Geometry as XYZ:
```
12
C4H6O2 (ωB97M-V/def2-TZVPD)
C 2.578 0.811 0.301
C 1.442 0.418 -0.225
C -0.815 -0.881 -0.028
C -0.089 0.376 -0.507
O 2.332 -0.600 -0.399
O -0.616 1.632 -0.054
H 3.446 1.326 0.010
H -1.605 -0.795 0.801
H -0.125 -1.716 0.295
H -1.288 -1.223 -0.877
H 0.115 0.562 -1.622
H -1.358 1.588 0.509
```

Values from the calculation:
LUMO level: 0.79 eV



[3]
DFT (ωB97M-V/def2-TZVPD) results for one molecule with the formula C4H6O2.

Geometry as XYZ:
```
12
C4H6O2 (ωB97M-V/def2-TZVPD)
O 0.027 -1.272 -1.550
C 0.077 -1.081 -0.173
C 0.651 0.085 0.539
C 0.044 1.380 0.046
O -1.305 0.915 0.095
C -0.941 -0.342 0.585
H 0.793 -0.819 -1.927
H 0.314 -1.988 0.396
H 1.604 0.072 1.079
H 0.203 2.185 0.774
H 0.287 1.724 -0.964
H -1.756 -0.859 1.100
```

Values from the calculation:
LUMO level: 0.82 eV



[4]
DFT (ωB97M-V/def2-TZVPD) results for one molecule with the formula C4H6O2.

Geometry as XYZ:
```
12
C4H6O2 (ωB97M-V/def2-TZVPD)
C 0.316 0.198 -1.468
C -0.332 -0.151 -0.114
C 0.226 -1.162 0.931
O -0.448 -2.055 1.381
C -0.343 0.978 0.899
O 0.410 1.918 0.910
H -0.393 0.807 -2.050
H 1.229 0.793 -1.382
H 0.522 -0.688 -2.076
H -1.351 -0.516 -0.276
H 1.176 -0.880 1.438
H -0.984 0.724 1.768
```

Values from the calculation:
LUMO level: -0.11 eV



| no. | E_HOMO (eV) | calculated total energy (Eh) |
| --- | --- | --- |
| 1 | -9.79 | -306.4787 |
| 2 | -8.11 | -306.3041 |
| 3 | -9.20 | -306.3824 |
| 4 | -10.04 | -306.4509 |